Density functional theory data (ωB97M-V/def2-TZVPD) for a 12-piece molecular cluster, C34H97N5O12 overall.

Geometry (Å):
H1 3.864620 -4.849679 -0.852934
H2 2.974910 -0.749599 0.780626
O1 -0.589210 -2.244649 3.897726
H3 -1.053180 2.949641 -0.786794
H4 1.109600 1.095831 5.160726
H5 7.784690 0.739521 1.757496
O2 5.055070 -3.436579 -0.834614
C1 2.120690 -5.437969 -0.353574
C2 -2.111050 -1.325729 5.637636
H6 -5.234770 -0.799809 4.040136
C3 1.456230 -4.209139 -0.903724
H7 3.021570 1.789511 4.099606
H8 5.037020 1.298101 -0.507644
H9 3.227160 3.381741 -1.040604
C4 -0.105250 -1.105429 -0.145434
H10 4.373330 -1.471989 -2.472284
H11 1.421360 1.313571 -5.094934
H12 6.581530 -2.044689 -1.048214
C5 2.792310 -2.582589 2.864776
H13 3.452970 -0.611899 2.811446
O3 -4.610360 0.726271 -3.254224
H14 -0.681700 4.366191 3.796176
H15 2.040630 1.435971 0.213066
H16 -4.419490 4.370301 -4.933204
H17 -0.971770 -5.387819 -4.201864
O4 6.395400 1.849451 0.854766
H18 -3.766690 0.352631 -5.751554
C6 -2.063600 -2.476049 -0.687134
C7 0.975280 1.641031 4.226486
H19 4.428400 5.167311 1.479936
H20 2.455160 0.409531 -6.292344
H21 5.797440 -1.613059 -3.484584
H22 -3.494730 -3.732909 -4.379424
H23 -2.946660 2.262541 -4.812204
H24 5.058730 3.577161 -0.606934
H25 -4.833460 -0.404659 -1.446424
C8 -5.088130 -0.844279 1.701146
H26 2.848570 4.365391 0.181666
H27 -0.559300 -0.967229 0.835806
H28 5.985420 4.375201 1.562466
H29 0.105250 0.905721 -0.818504
C9 -1.594710 -4.607019 -3.765504
H30 0.136330 2.287831 4.483206
H31 -4.146200 4.437881 1.789716
H32 4.626600 3.664341 2.388806
H33 -6.209080 0.630701 -1.849974
H34 1.390870 0.693931 1.409536
H35 -2.711870 -1.913789 3.542586
C10 -5.123380 0.545331 -1.895374
H36 -4.227230 -1.025229 6.105706
H37 3.196400 -3.078939 3.747076
C11 -3.316370 -0.438639 5.985886
H38 4.806090 -1.644829 2.465826
H39 2.688190 -0.041269 -1.696574
H40 2.012270 3.256381 -6.487054
H41 0.551360 -4.008859 -0.329974
C12 -3.992660 2.261891 -5.118744
H42 1.196730 1.243401 -8.132464
H43 1.194200 0.346331 -2.632454
O5 3.377210 -5.640549 -1.094934
O6 2.042590 2.813421 -7.338214
C13 2.163510 2.423741 3.876966
N1 -4.167310 1.200371 -6.126974
H44 -2.215260 3.667901 4.467836
H45 4.300300 1.378611 1.112506
H46 0.320850 -4.051549 3.472346
C14 0.785000 0.086001 -0.585924
N2 -0.896330 -0.707259 6.194956
C15 -2.862700 -4.589689 -4.612994
O7 0.693290 0.683731 3.193266
H47 -4.267270 -1.537269 1.516596
H48 -0.913730 3.027241 1.508676
H49 1.161800 -4.355989 -1.942884
H50 -1.381070 -4.083149 3.911036
H51 -2.158610 -2.266269 6.186456
H52 -4.114830 5.573391 2.679616
C16 4.523700 3.302851 0.302236
H53 -3.734810 1.335281 -7.029664
H54 -1.714530 -2.592839 -3.963964
H55 6.584910 -3.557619 -2.005874
C17 -1.966340 3.197871 1.734506
H56 1.840030 -2.125619 3.133926
O8 -2.679330 3.090251 0.496086
N3 -3.793210 4.616781 2.718966
H57 -3.022520 -2.328649 -1.183974
H58 -0.846950 -1.086559 7.129726
H59 -5.964010 -1.446629 1.460116
H60 0.078520 0.051201 3.572176
H61 -3.472220 -5.477649 -4.445324
C18 -4.418400 3.623921 -5.727564
H62 -1.758350 1.443711 -0.479224
H63 -4.834250 1.365941 -1.238794
H64 -1.559900 -0.690939 3.611206
N4 3.182700 3.436761 -0.033084
N5 1.743440 0.508721 0.481366
H65 -2.591550 2.701631 -1.487214
H66 -2.305090 -2.475159 0.375776
H67 -2.063990 5.355561 1.779696
H68 0.735130 0.028831 -5.969954
C19 -2.349710 4.541911 2.446366
C20 -1.863590 -1.590809 4.146086
H69 -1.796930 -4.885229 -2.731194
H70 2.378430 3.352691 4.405126
H71 -2.137880 2.294051 2.319126
H72 4.665360 -2.926209 -3.295084
C21 -4.919050 1.917171 -3.856334
C22 5.018530 1.842531 0.436476
C23 4.914230 4.191571 1.479196
H73 -6.907400 0.480591 3.026896
C24 1.632530 -0.267939 -1.845914
H74 6.404340 -0.218369 1.050666
H75 -2.703120 -4.628789 -5.690544
H76 -5.427800 3.557111 -6.133444
C25 1.158560 1.781431 -7.185274
H77 -0.166280 -1.251779 5.758346
H78 0.156050 2.184581 -7.041894
C26 -2.022720 2.496321 -0.580374
H79 -1.911360 5.283221 4.522756
H80 -3.193440 0.008231 6.972436
H81 1.643930 -1.345089 -2.012364
H82 1.483060 -6.319889 -0.292324
C27 -0.629720 -3.533869 3.343716
C28 3.749450 -1.494379 2.244506
H83 -5.178250 -0.020099 0.993536
H84 0.574420 -1.942979 0.011526
H85 -5.946740 1.872311 -4.216794
H86 -4.182870 0.347901 3.112196
H87 -3.413060 0.286331 5.177696
H88 2.608630 -3.362799 2.126106
H89 4.584770 -2.840509 -0.247154
H90 -4.791330 2.706681 -3.115754
H91 -0.889800 -3.518189 2.285316
H92 2.224350 -3.435989 -0.922094
C29 5.965380 -2.764909 -1.586494
C30 -5.109510 -0.225989 3.121916
C31 1.472820 0.825241 -6.068064
O9 -1.004780 -3.236029 -3.899484
H93 -3.748740 3.960771 -6.518884
H94 7.654540 0.430281 -0.005684
O10 -6.004930 0.800171 3.097756
C32 5.188360 -2.140239 -2.750274
H95 2.509920 -5.226159 0.642286
O11 -1.163630 -1.432809 -1.108174
H96 2.138450 2.774021 2.845086
C33 -1.767980 4.442131 3.844446
O12 3.597330 -1.476309 0.858686
H97 -1.737490 -3.486319 -0.934314
C34 7.102760 0.607801 0.917426

Forces on atoms 1 to 3 (eV/Å):
H 0.7 0.2 -0.4
H -1.2 1.2 -1.5
O -0.2 -0.2 0.5

<S²> ... 0.75
Total energy ... -68842.9452 eV
Orbital gap (spin up / spin down) ... 1.376 / 8.696 eV
2S+1 ... 2
E_HOMO (spin up / spin down) ... 0.57 / -6.82 eV
E_LUMO (spin up / spin down) ... 1.9 / 1.9 eV
Net charge ... -1